Molecular formula: CH2O3Sn
Method: DFT, wB97M-V/def2-TZVPD

Cartesian coordinates (Å):
Sn -0.68408 -1.43622 1.38565
O 0.36055 0.58080 0.91097
H 1.24255 0.72905 1.28579
H -0.93568 -0.28713 -1.44143
C 0.37739 0.22734 -0.37551
O -0.50599 -0.77455 -0.43633
O 0.14525 0.96071 -1.32914

Computed properties:
* M: 180.74 g/mol
* multiplicity: 1
* DFT total energy: -478.462115 Ha
* charge: +2
* max |F|: 8.1 eV Å⁻¹


Molecular formula: CH2O4
Method: DFT, wB97M-V/def2-TZVPD

Cartesian coordinates (Å):
O -0.97000 0.90762 0.39569
O -1.85547 -0.22863 0.02499
C 0.09848 0.04352 0.23423
H 1.84789 0.21417 -0.95291
H 0.65265 -0.31973 1.19184
O 0.94005 0.46733 -0.79561
O -0.71360 -1.08426 -0.09823

Computed properties:
* M: 78.02 g/mol
* multiplicity: 1
* ΔE to the lowest compared entry with this formula, charge and spin: 4.458 eV
* charge: 0
* SMILES: OC1OOO1
* max |F|: 3.8 eV Å⁻¹


Molecular formula: CH2O4S2
Method: DFT, wB97M-V/def2-TZVPD

Cartesian coordinates (Å):
O -1.03961 0.95471 2.16308
O -1.92070 -0.53495 0.58946
H 2.23604 1.44825 0.02904
H -1.16350 1.67661 -0.18072
S 0.50115 -1.20182 -0.84296
O 1.73910 -1.95145 -1.12107
S -0.80024 0.41190 0.81612
O -0.19809 -0.53249 -2.00042
C 0.64585 -0.27076 0.54747

Computed properties:
* M: 142.16 g/mol
* multiplicity: 1
* ΔE to the lowest compared entry with this formula, charge and spin: 5.907 eV
* charge: -2
* max |F|: 4.8 eV Å⁻¹


Molecular formula: CH2O4S2
Method: DFT, wB97M-V/def2-TZVPD

Cartesian coordinates (Å):
H 1.72784 -1.36033 -1.24718
O 0.68017 3.28193 0.32249
O -0.52299 -0.30517 0.62408
C 0.82251 -1.89395 -1.04111
S -0.32900 -1.61444 0.07640
O -1.43684 3.97663 1.09721
O -1.37647 -2.62983 0.18831
H 0.63892 -2.86913 -1.52948
S -0.20415 3.41430 1.50929

Computed properties:
* M: 142.16 g/mol
* multiplicity: 1
* ΔE to the lowest compared entry with this formula, charge and spin: 1.542 eV
* charge: 0
* max |F|: 4.7 eV Å⁻¹


Molecular formula: CH2O4Si
Method: DFT, wB97M-V/def2-TZVPD

Cartesian coordinates (Å):
H 0.39853 -1.95630 -1.49377
Si 0.66558 -1.09669 0.58463
O 0.53794 -2.20294 -0.58166
H 0.89595 -1.93080 1.73099
O 0.54819 0.39174 0.37621
C -0.99619 2.25023 -0.19955
O -0.50133 2.57062 -1.18050
O -1.54868 1.97414 0.76365

Computed properties:
* M: 106.11 g/mol
* multiplicity: 1
* ΔE to the lowest compared entry with this formula, charge and spin: 0.047 eV
* charge: 0
* SMILES: O=[SiH]O.O=C=O
* max |F|: 1.8 eV Å⁻¹


Molecular formula: CH2O8S2
Method: DFT, wB97M-V/def2-TZVPD

Cartesian coordinates (Å):
O 0.10689 -1.18929 2.11916
O 1.56966 0.29044 -2.08038
H 0.57230 -1.53597 1.28920
S -0.88985 -0.34273 1.28352
C -0.21183 -0.77773 -0.38481
O -0.74680 1.07788 1.72114
O -0.11558 1.92438 -1.40832
S 1.07173 0.87763 -0.82533
O -0.96709 -0.65830 -1.41727
H -0.89090 1.30339 -1.58342
O 0.63332 -1.73468 -0.14172
O 2.05388 1.68946 -0.10857
O -2.18573 -0.92448 1.53680

Computed properties:
* M: 206.15 g/mol
* multiplicity: 1
* ΔE to the lowest compared entry with this formula, charge and spin: 1.835 eV
* charge: -2
* SMILES: O=S(=O)(O)C([O-])([O-])S(=O)(=O)O
* max |F|: 4.5 eV Å⁻¹


Molecular formula: CH2OPS
Method: DFT, wB97M-V/def2-TZVPD

Cartesian coordinates (Å):
C 2.04689 -2.61775 0.15066
S 3.34964 -2.28736 1.01226
O 1.16815 -3.00859 -0.49503
P -0.71238 0.31199 -0.88299
H -0.53886 -0.38951 -2.00648
H -1.67077 -0.61801 -0.46994

Computed properties:
* M: 93.07 g/mol
* multiplicity: 1
* ΔE to the lowest compared entry with this formula, charge and spin: 1.221 eV
* charge: -1
* max |F|: 2.3 eV Å⁻¹


Molecular formula: CH2OS3
Method: DFT, wB97M-V/def2-TZVPD

Cartesian coordinates (Å):
S 1.17259 1.28422 -0.10291
S -2.35561 0.50964 -0.47308
H 1.19212 -1.09311 1.01715
C 0.43711 -0.16289 0.76304
S -0.28923 0.05998 -0.84941
O 0.11294 -0.79813 -1.94802
H -0.26993 0.20030 1.59324

Computed properties:
* M: 126.23 g/mol
* multiplicity: 1
* ΔE to the lowest compared entry with this formula, charge and spin: 1.537 eV
* charge: 0
* SMILES: O=[S@@]1(=S)CS1
* max |F|: 3.4 eV Å⁻¹


Molecular formula: CH2OS3
Method: DFT, wB97M-V/def2-TZVPD

Cartesian coordinates (Å):
H 0.27176 -1.00071 1.63792
S -0.50134 0.80021 0.29540
O 1.06025 1.92223 -1.28580
C -0.59346 -0.76638 1.18909
S -0.15512 -0.88243 -0.64335
S 1.46617 1.14645 -2.50051
H -1.54827 -1.21937 1.30725

Computed properties:
* M: 126.23 g/mol
* multiplicity: 1
* ΔE to the lowest compared entry with this formula, charge and spin: 1.839 eV
* charge: 0
* SMILES: C1SS1.O=S
* max |F|: 4.8 eV Å⁻¹


Molecular formula: CH34NO14
Method: DFT, wB97M-V/def2-TZVPD

Cartesian coordinates (Å):
H 3.60056 -1.26034 -2.70953
N -1.28504 0.80715 -1.04980
O -0.83541 -2.89433 2.52055
H -0.46531 0.37097 -3.87098
O 1.56901 -2.27289 1.36439
H -0.72822 -2.95582 0.38064
O 0.46056 4.20235 1.98514
H 1.14468 -0.01122 4.99453
O -2.53465 -1.93604 -2.27279
O -0.94095 -3.19632 -0.53244
O 1.90156 3.36742 -0.44418
H -0.90737 1.66976 -1.42581
H 3.64558 0.23980 0.14496
H 1.43885 -1.84036 -0.61436
H 0.15198 1.76841 -3.94424
H 2.28362 -0.03155 0.84799
H -3.48798 -2.07358 -2.26471
H 2.40524 3.90947 -1.04553
O 2.98452 -0.52518 -2.76989
H -3.40679 1.34945 -1.03657
H -1.44828 0.19493 -1.86251
H -0.15663 -0.20157 2.28219
H -0.67138 3.09202 2.55514
H -1.16734 -4.13204 -0.47422
O -1.22234 2.44002 3.04593
O 1.07072 -1.03779 -1.00070
O -0.47067 1.23471 -3.42477
H 2.84141 -0.35385 -3.70724
H -2.92257 0.13467 0.11449
H 2.04473 2.41978 -0.56866
H 1.53581 -1.84219 2.23225
H -0.85883 -3.53843 3.24270
H 0.04648 -1.93870 -3.16958
H -1.79420 2.84098 3.70641
O -0.42965 -1.54368 -3.89889
H 0.66874 4.18176 1.03339
C -2.58107 1.04697 -0.40770
O 0.65042 0.14787 4.19202
H 0.22133 1.00296 4.06341
H -1.92852 -2.32110 -1.60411
H -1.52308 -2.29680 2.85923
O -0.92307 0.02858 1.74490
H 2.11606 -3.04179 1.56166
H -0.67350 0.24511 -0.45146
H -1.31939 0.79816 2.18388
H 1.36414 3.94411 2.23684
H -1.38712 -1.67886 -3.84753
H -2.49208 1.85996 0.33751
O 2.94884 0.64160 0.67120
H 1.46660 -1.01451 -1.90317

Computed properties:
* M: 284.28 g/mol
* multiplicity: 1
* ΔE to the lowest compared entry with this formula, charge and spin: 0.363 eV
* charge: +1
* max |F|: 2.3 eV Å⁻¹


Molecular formula: CH3BBr2O2
Method: DFT, wB97M-V/def2-TZVPD

Cartesian coordinates (Å):
O 1.14952 0.83303 -0.36423
Br -1.51500 -2.80221 -0.02347
B 0.10330 0.70962 0.47084
Br 0.91248 -1.75788 -1.34058
C 0.21772 -2.24949 0.25373
H 0.13477 -0.09754 1.26073
H 1.29950 1.62571 -1.01934
H -1.29503 2.27287 0.19568
O -1.00727 1.46588 0.56664

Computed properties:
* M: 217.65 g/mol
* multiplicity: 1
* ΔE to the lowest compared entry with this formula, charge and spin: 4.255 eV
* charge: 0
* max |F|: 4.0 eV Å⁻¹


Molecular formula: CH3BCl2O2
Method: DFT, wB97M-V/def2-TZVPD

Cartesian coordinates (Å):
O 2.00433 0.43992 -0.84284
B 0.14638 -0.11243 0.42483
H 2.42170 -0.43048 -0.89892
H -1.07382 -0.19742 -1.61242
Cl -2.19668 -1.52482 0.17224
O 0.44651 0.17353 1.64879
C -1.11476 -0.34727 -0.45311
Cl -1.92513 1.36823 -0.14113
H 1.29147 0.63075 1.70256

Computed properties:
* M: 128.75 g/mol
* multiplicity: 1
* ΔE to the lowest compared entry with this formula, charge and spin: 4.426 eV
* charge: 0
* max |F|: 4.1 eV Å⁻¹


Molecular formula: CH3Br2ClP
Method: DFT, wB97M-V/def2-TZVPD

Cartesian coordinates (Å):
H 1.76016 -0.89810 -0.38643
H 2.03471 0.62147 -0.69590
C 1.18207 0.03240 -0.35707
P 0.38342 0.36801 1.22681
H 0.28763 -0.01895 -1.06334
Br -0.85052 2.03703 0.76382
Br -1.76836 -1.51659 0.94517
Cl -3.02912 -0.62527 -0.43307

Computed properties:
* M: 241.27 g/mol
* multiplicity: 1
* ΔE to the lowest compared entry with this formula, charge and spin: 2.929 eV
* charge: +1
* max |F|: 1.6 eV Å⁻¹


Molecular formula: CH3Br2N
Method: DFT, wB97M-V/def2-TZVPD

Cartesian coordinates (Å):
N 3.46326 -2.18218 -0.49594
H -0.16403 -0.82410 -1.31665
H -0.48930 -0.97720 0.39668
H 0.15639 0.59752 0.06653
C -0.01228 -0.40643 -0.37279
Br 2.90211 -3.45027 -1.69024
Br 2.10281 -1.50398 0.43668

Computed properties:
* M: 188.85 g/mol
* multiplicity: 1
* ΔE to the lowest compared entry with this formula, charge and spin: 4.182 eV
* charge: 0
* max |F|: 3.0 eV Å⁻¹


Molecular formula: CH3Br2P
Method: DFT, wB97M-V/def2-TZVPD

Cartesian coordinates (Å):
H -0.23919 -0.66488 -1.06181
H 0.54498 1.47751 -1.76161
Br 2.57295 0.26777 0.18106
P 0.71637 1.40014 -0.31881
C -0.38260 -0.06491 -0.13102
Br -2.21099 0.49222 0.16604
H 0.05185 -0.53009 0.70645

Computed properties:
* M: 205.82 g/mol
* multiplicity: 1
* ΔE to the lowest compared entry with this formula, charge and spin: 1.427 eV
* charge: 0
* SMILES: BrCPBr
* max |F|: 1.9 eV Å⁻¹


Molecular formula: CH3Br2P
Method: DFT, wB97M-V/def2-TZVPD

Cartesian coordinates (Å):
H 0.10999 -0.85281 -0.05507
C -0.13808 0.06351 0.44202
H 0.72616 1.17873 -1.44643
Br -2.81142 0.62740 0.08542
Br 2.70782 0.49585 0.11560
P 0.68182 1.49445 -0.16707
H -0.53330 0.00435 1.49126

Computed properties:
* M: 205.82 g/mol
* multiplicity: 1
* ΔE to the lowest compared entry with this formula, charge and spin: 3.271 eV
* charge: 0
* max |F|: 3.4 eV Å⁻¹


Molecular formula: CH3Br3OSi
Method: DFT, wB97M-V/def2-TZVPD

Cartesian coordinates (Å):
Br 4.05204 1.22677 -1.68651
H -0.49709 1.26424 0.25679
H -0.47939 1.06110 -1.28225
Br 3.78462 1.14662 1.78493
C -0.02544 0.63770 -0.43727
Br 2.63849 -3.24331 0.52642
O 1.35234 0.72864 -0.52010
Si 2.82421 0.34470 -0.06159
H -0.40202 -0.36413 -0.22156

Computed properties:
* M: 298.83 g/mol
* multiplicity: 1
* ΔE to the lowest compared entry with this formula, charge and spin: 3.639 eV
* charge: 0
* max |F|: 2.3 eV Å⁻¹


Molecular formula: CH3Br3Si
Method: DFT, wB97M-V/def2-TZVPD

Cartesian coordinates (Å):
H -0.18057 -0.30313 1.40336
H 1.18078 0.25544 -2.07696
C -0.46165 -0.11275 0.41419
Si 1.05535 0.43711 -0.60218
Br -2.01141 0.89291 -0.19834
Br 1.69259 2.47967 0.08290
H -0.69513 -1.11406 0.08493
Br 2.59543 -1.21932 -0.18934

Computed properties:
* M: 282.83 g/mol
* multiplicity: 1
* ΔE to the lowest compared entry with this formula, charge and spin: 0.583 eV
* charge: 0
* SMILES: BrC[SiH](Br)Br
* max |F|: 3.2 eV Å⁻¹


Molecular formula: CH3BrNO2S
Method: DFT, wB97M-V/def2-TZVPD

Cartesian coordinates (Å):
H 0.70053 -1.13327 -0.86342
O 0.11237 1.54225 -1.64202
S 1.51223 1.06335 -1.56505
O 2.36647 1.95035 -0.66253
H 0.48204 0.32916 1.96901
N 1.37145 -0.42308 -0.55713
H -0.69969 0.28050 0.50666
C 0.18257 -0.12537 1.06554
Br -0.44225 -1.85025 1.61927

Computed properties:
* M: 173.01 g/mol
* multiplicity: 1
* ΔE to the lowest compared entry with this formula, charge and spin: 2.408 eV
* charge: -1
* max |F|: 4.7 eV Å⁻¹


Molecular formula: CH3BrO2
Method: DFT, wB97M-V/def2-TZVPD

Cartesian coordinates (Å):
H 0.69638 0.29445 1.52771
Br 0.42726 -1.91072 -0.93868
C -0.17964 -0.20277 -0.02075
O 0.49821 0.81452 -0.49333
H -1.46935 -0.17466 -0.47426
H 0.06796 1.51195 -0.91509
O -0.04082 -0.33278 1.31440

Computed properties:
* M: 126.94 g/mol
* multiplicity: 1
* ΔE to the lowest compared entry with this formula, charge and spin: 1.095 eV
* charge: 0
* max |F|: 6.0 eV Å⁻¹